No. 1
Entry from the OMol25 dataset: a molecular structure, C39H27BrMnO3 (ωB97M-V/def2-TZVPD).

Summary:
DFT total energy (Eh): -5453.2189
Multiplicity: 6
Frontier orbital gap (spin up / spin down) (eV): 5.1338 / 5.7427
ΔE to the lowest compared entry with this formula, charge and spin (kJ/mol): 0.00
⟨S²⟩: 8.762
HOMO (spin up / spin down) (eV): -0.69 / -1.30
Charge: -2

CARTESIAN COORDINATES (ANGSTROEM)
Mn -0.22589 0.74898 0.65418
O 0.42803 2.30537 -1.18329
C 1.69898 2.11230 -1.78665
C 2.19199 0.70289 -1.33450
O 3.22828 0.30916 -1.87476
O 1.49638 0.12592 -0.45740
C 2.71946 3.13599 -1.29486
C 2.52597 3.79163 -0.08714
C 3.46848 4.70725 0.37394
C 4.61208 4.96729 -0.36231
C 4.81972 4.29403 -1.56351
C 3.88287 3.38418 -2.02332
C 1.50406 2.20442 -3.30239
C 1.47013 1.08914 -4.12807
C 1.18658 1.22467 -5.48318
C 0.93854 2.47321 -6.03188
C 0.97041 3.59536 -5.21400
C 1.25201 3.45404 -3.86362
H 0.17369 3.23457 -1.16502
H 1.66679 3.55306 0.52887
H 3.30513 5.19666 1.32639
H 5.34756 5.67557 0.00111
H 5.72032 4.47370 -2.13925
H 4.04895 2.84269 -2.94578
H 1.68014 0.11528 -3.70892
H 1.15711 0.34153 -6.11012
H 0.71597 2.57315 -7.08781
H 0.77496 4.57842 -5.62573
H 1.28467 4.33481 -3.23060
Br 0.43094 2.12367 2.56884
C -2.22697 1.26583 -0.10559
C -2.82536 2.47716 -0.37124
C -4.02795 2.59847 -1.11220
C -4.64327 1.49302 -1.63050
C -4.09688 0.20581 -1.39021
C -4.68497 -0.97310 -1.92229
C -4.13535 -2.19479 -1.65544
C -3.00201 -2.31270 -0.82020
C -2.41217 -1.19293 -0.28123
C -2.92409 0.11270 -0.59724
H -2.35577 3.39593 -0.01991
H -4.45449 3.58211 -1.29183
H -5.54809 1.58227 -2.22447
H -5.57243 -0.88874 -2.54249
H -4.58321 -3.09149 -2.07173
H -2.59814 -3.28920 -0.58081
C -1.25662 -1.27566 0.61050
C -0.89155 -2.00878 1.55980
C -0.49534 -2.80442 2.58551
C -0.91870 -2.45520 3.95236
C -0.20350 -2.85380 5.09255
C -0.60272 -2.48336 6.36865
C -1.72754 -1.69021 6.55881
C -2.43695 -1.26970 5.43837
C -2.04477 -1.64786 4.16528
C 0.33056 -3.98009 2.26894
C 1.15701 -3.98109 1.13101
C 1.90048 -5.09119 0.77332
C 1.86273 -6.25717 1.53465
C 1.05208 -6.27722 2.66092
C 0.30162 -5.16546 3.02102
H 0.70079 -3.43536 4.97144
H -0.01299 -2.80229 7.22154
H -2.03366 -1.39139 7.55418
H -3.30563 -0.63137 5.55365
H -2.60102 -1.29795 3.30358
H 1.21278 -3.07696 0.53559
H 2.53077 -5.03897 -0.10732
H 2.45330 -7.12223 1.25827
H 0.99065 -7.17450 3.26844
H -0.34489 -5.22704 3.88710



No. 2
Entry from the OMol25 dataset: C19H23NO3 in the gas phase (ωB97M-V/def2-TZVPD).

Summary:
DFT total energy (Eh): -1018.1917
Frontier orbital gap (eV): 8.0512
SMILES: CC(C)(C)N(CC(=O)c1cc(O)cc(O)c1)Cc1ccccc1
ΔE to the lowest compared entry with this formula, charge and spin (kJ/mol): 351.30
HOMO (eV): -7.93
Charge: 0

CARTESIAN COORDINATES (ANGSTROEM)
C -1.35301 3.46040 -1.27581
C -0.81209 3.02422 0.07670
C -1.87908 3.25964 1.12957
C 0.45765 3.68617 0.48557
N -0.57362 1.55008 0.09022
C -1.37497 0.53797 -0.78192
C -2.02617 -0.68450 -0.08689
O -3.12434 -0.48205 0.41671
C -1.51668 -2.00495 -0.12675
C -0.39767 -2.23070 -0.92793
C 0.21189 -3.49041 -0.89773
O 1.34740 -3.71314 -1.57859
C -0.35975 -4.48256 -0.10629
C -1.45109 -4.25468 0.74835
O -1.95883 -5.22707 1.62586
C -2.05418 -2.99565 0.63685
C 0.20074 0.90020 1.10884
C 1.41042 0.23081 0.52404
C 2.32423 -0.38486 1.34292
C 3.46545 -0.89841 0.77340
C 3.69681 -0.84889 -0.60212
C 2.95112 -0.03506 -1.42690
C 1.78442 0.46467 -0.87024
H -0.87474 3.15528 -2.21850
H -1.30659 4.53847 -1.29808
H -2.37123 3.08348 -1.37266
H -2.89486 2.77288 0.86555
H -1.57063 2.87363 2.13365
H -1.97871 4.32679 1.29337
H 0.66216 3.46636 1.51564
H 0.18697 4.72070 0.43349
H 1.35393 3.31096 -0.10090
H -2.30452 1.00232 -1.20729
H -0.69519 0.23251 -1.60529
H 0.06647 -1.59332 -1.57765
H 1.89392 -2.94107 -1.59694
H 0.10843 -5.47089 -0.16301
H -1.74256 -6.07562 1.19706
H -2.84921 -2.82145 1.27009
H 0.49419 1.57821 1.91199
H -0.38814 0.19404 1.61972
H 2.14971 -0.38455 2.33220
H 4.14872 -1.47284 1.36748
H 4.56886 -1.29745 -1.08889
H 3.14213 0.24516 -2.48443
H 1.23221 1.17523 -1.50446



No. 3
Entry from the OMol25 dataset: 2 unconnected molecules or ions with the total composition C18H24BNO4 (ωB97M-V/def2-TZVPD).

Summary:
DFT total energy (Eh): -1080.6900
Frontier orbital gap (eV): 3.6902
HOMO (eV): -6.25
Charge: 0

CARTESIAN COORDINATES (ANGSTROEM)
C 7.39625 -0.40490 -0.89361
C 6.35212 0.59493 -0.80007
C 6.37192 1.97135 -0.82516
C 5.00872 2.40145 -0.74994
C 4.23250 1.25131 -0.68470
B 2.63496 0.97781 -0.78799
O 2.37810 0.21739 0.42062
C 1.01322 -0.06033 0.39828
C 0.39516 0.50689 -0.94681
C -0.96440 0.03788 -1.21108
C 1.21199 -0.03312 -2.19599
O 2.56161 0.24227 -2.04693
C 0.64485 2.07541 -0.90423
O 2.03095 2.31021 -0.83910
O 5.05401 0.15440 -0.72610
H 8.35438 0.10693 -0.92247
H 7.38485 -1.07704 -0.03802
H 7.28620 -0.99286 -1.80341
H 7.24289 2.61533 -0.90539
H 4.59318 3.41194 -0.73680
H 0.88158 -1.15666 0.44877
H 0.55983 0.42824 1.28396
H -1.39258 0.57727 -2.06261
H -1.01522 -1.04309 -1.37668
H -1.60598 0.22842 0.13383
H 1.06568 -1.12468 -2.27451
H 0.80820 0.47841 -3.09035
H 0.27258 2.55626 -1.82629
H 0.20578 2.56070 -0.01271
C -4.59794 1.27051 1.09875
N -3.52461 0.26401 1.15050
C -3.94864 -1.04135 1.49346
C -3.03734 -2.10511 1.70618
C -3.50573 -3.30652 2.25070
C -4.88905 -3.50712 2.43606
C -5.80270 -2.50923 2.06662
C -5.33293 -1.28375 1.60248
C -2.70341 0.38991 -0.04571
H -5.25092 1.21641 1.97356
H -4.14681 2.26060 1.06069
H -5.22899 1.13759 0.20450
H -1.97161 -1.97596 1.46442
H -2.80301 -4.11160 2.52291
H -5.26062 -4.44607 2.86299
H -6.88734 -2.65733 2.12462
H -6.04355 -0.51489 1.29603
H -3.15315 -0.28764 -0.81943
H -2.87496 1.39545 -0.47383



No. 4
Entry from the OMol25 dataset: a molecular structure, C11H21AlIN3O2P2 (ωB97M-V/def2-TZVPD).

Summary:
DFT total energy (Eh): -1968.6892
Frontier orbital gap (spin up / spin down) (eV): 6.4841 / 4.2097
ΔE to the lowest compared entry with this formula, charge and spin (kJ/mol): 275.90
HOMO (spin up / spin down) (eV): -15.76 / -15.38
Charge: +2

CARTESIAN COORDINATES (ANGSTROEM)
C 1.47097 1.81681 -1.89682
C 0.21328 1.03132 -2.08038
H 1.34199 2.78903 -2.39040
H 2.31970 1.28561 -2.35569
H 1.71488 2.00308 -0.83070
O -0.79137 1.41834 -2.68500
I 0.75531 0.19375 2.82048
Al 0.16773 0.22778 0.42301
P -1.64408 1.89231 0.48684
C -3.09668 1.40969 -0.51288
C -2.36835 2.05483 2.15477
H -3.07967 2.89165 2.15866
H -2.23209 4.21417 0.21913
H -1.57215 2.23047 2.88627
H -0.47104 4.00332 0.50715
H -3.60860 0.56326 -0.03687
H -2.88859 1.12470 2.41209
C -1.34598 3.61371 -0.02952
H -3.77697 2.27060 -0.58239
H -1.15550 3.64127 -1.10994
H -2.75875 1.11843 -1.51584
P 2.13076 -1.36317 0.00458
C 1.44684 -3.05730 0.12200
C 3.11902 -1.44082 -1.51968
H 3.85432 -0.39006 1.41131
H 4.27556 -2.05843 0.90919
H 3.07648 -1.77574 2.21762
C 3.46529 -1.40440 1.26228
H 3.71348 -0.52310 -1.61641
H 3.79221 -2.30531 -1.44617
H 2.25287 -3.77311 -0.09142
H 0.63508 -3.17696 -0.60727
H 2.47107 -1.54892 -2.39652
H 1.05407 -3.22242 1.13244
C 0.23508 -0.42597 -1.60540
O -0.09360 -1.39078 -2.24666
N -1.25535 -1.05832 0.56817
C -2.02841 -1.93616 0.71760
N -2.90758 -2.84999 0.75034
C -3.09537 -3.66293 1.76735
N -3.33585 -4.43023 2.62467



No. 5
Entry from the OMol25 dataset: 2 unconnected molecules or ions with the total composition C5H13NO (ωB97M-V/def2-TZVPD).

Summary:
DFT total energy (Eh): -328.2672
Frontier orbital gap (eV): 9.1287
SMILES: CN1CCCC1.O
ΔE to the lowest compared entry with this formula, charge and spin (kJ/mol): 135.58
HOMO (eV): -8.35
Charge: 0

CARTESIAN COORDINATES (ANGSTROEM)
C -0.86289 -1.48407 -1.74428
N -1.16247 -0.29261 -0.98509
C -0.01439 0.61186 -0.94237
C 0.12114 1.07433 0.51854
C -0.44174 -0.10363 1.32428
C -1.58697 -0.52887 0.41653
H -0.51564 -1.14177 -2.71661
H -1.71661 -2.14734 -1.88293
H -0.09684 -2.14288 -1.29918
H 0.94175 0.17154 -1.24329
H -0.16426 1.52000 -1.53481
H -0.40212 1.99710 0.76639
H 1.17652 1.21444 0.72909
H -0.83084 0.26047 2.27800
H 0.31557 -0.84897 1.55453
H -1.83852 -1.58059 0.55693
H -2.49229 0.05813 0.54469
O 3.23584 0.89469 1.59403
H 2.70842 1.66840 1.35700
H 3.62633 0.79976 0.70856



No. 6
Entry from the OMol25 dataset: a molecular structure, C26H70BF4N6O7Pd (ωB97M-V/def2-TZVPD).

Summary:
DFT total energy (Eh): -2439.8292
Multiplicity: 3
Frontier orbital gap (spin up / spin down) (eV): 7.5002 / 4.8407
ΔE to the lowest compared entry with this formula, charge and spin (kJ/mol): 0.00
⟨S²⟩: 2.004
HOMO (spin up / spin down) (eV): -10.58 / -10.58
Charge: +1

CARTESIAN COORDINATES (ANGSTROEM)
Pd -2.55137 2.12799 0.73769
B -0.36159 -0.50332 -0.16210
F 0.31944 -0.30270 1.05504
F 0.46927 -0.18665 -1.24324
F -0.89208 -1.76599 -0.20639
F -1.38293 0.52028 -0.22102
C -1.80800 0.25133 3.32902
O -2.71278 0.84680 2.42674
C -3.80367 -0.06196 2.13788
C -4.80709 0.52479 1.16818
N -4.22266 0.88941 -0.13966
C -3.92455 -0.24679 -1.05687
C -5.24291 -0.77157 -1.61796
O -5.99309 0.34284 -2.07695
C -7.19754 -0.06137 -2.67869
H -1.55468 -0.76851 3.01935
H -2.13202 0.12028 4.36883
H -0.85076 0.76605 3.39904
H -4.25307 -0.32896 3.09186
H -3.45278 -0.93270 1.57478
H -5.51834 1.26757 1.53368
H -5.48424 -0.32206 0.97654
H -4.87803 1.43386 -0.69984
H -3.43260 -1.04840 -0.51802
H -3.29988 0.07759 -1.88499
H -5.75854 -1.33341 -0.83262
H -5.05282 -1.41200 -2.48330
H -7.83550 -0.75173 -2.11010
H -7.05132 -0.60327 -3.62037
H -7.81126 0.82279 -2.83971
C -3.81733 -5.71179 -0.79344
C -2.57737 -4.83319 -0.72827
C -1.38282 -5.50698 -1.42749
O -0.94416 -6.54790 -0.60365
C 0.34783 -7.03407 -0.85545
N -2.84585 -3.49759 -1.23672
H -4.16099 -5.91749 -1.81560
H -4.69211 -5.22918 -0.35442
H -3.62705 -6.69841 -0.37187
H -2.28272 -4.77252 0.32128
H -0.61639 -4.72007 -1.50445
H -1.63989 -5.76781 -2.46245
H 0.51524 -7.29973 -1.90219
H 0.52653 -7.92218 -0.24852
H 1.09226 -6.31055 -0.49626
H -2.83325 -3.45034 -2.24922
H -2.17182 -2.82932 -0.86958
C 3.05622 1.48082 -4.84831
C 2.13034 0.93839 -3.75844
C 2.37627 -0.59432 -3.68866
O 1.68775 -1.36261 -4.65295
C 0.65964 -2.14298 -4.03721
N 2.38672 1.58147 -2.45256
H 2.98615 0.89412 -5.76735
H 4.13864 1.45709 -4.69523
H 2.72604 2.51433 -4.97745
H 1.11540 1.17357 -4.08309
H 2.43549 -1.03995 -2.68546
H 3.44608 -0.76110 -3.92902
H 1.00091 -2.81270 -3.24792
H 0.20313 -2.75352 -4.81742
H -0.10746 -1.45067 -3.68089
H 1.79606 1.04453 -1.81878
H 3.35233 1.36859 -2.18409
C 1.20958 4.55357 0.82117
C -0.13911 3.85190 0.58002
C -0.40761 3.73140 -0.89617
O -1.62062 3.00510 -1.04644
C -1.89043 2.67289 -2.43305
N -0.25356 2.56516 1.28087
H 1.32080 5.47291 0.24459
H 2.06811 3.90227 0.63779
H 1.28394 4.88325 1.86062
H -0.77736 4.62243 1.03261
H 0.40219 3.23065 -1.44477
H -0.43748 4.75510 -1.28734
H -1.91979 3.58540 -3.01998
H -2.84991 2.16140 -2.39986
H -1.15274 1.93136 -2.74026
H 0.24614 2.61871 2.17465
H 0.40765 1.94503 0.80356
C 6.33922 -1.12625 -0.14483
C 5.01197 -0.52927 -0.61341
C 4.21581 0.17904 0.47807
O 4.14268 -0.59055 1.68708
C 3.34490 -1.75430 1.62551
N 5.21593 0.39768 -1.72976
H 6.12677 -2.06686 0.37292
H 6.92528 -0.44887 0.47285
H 6.92013 -1.49362 -0.99280
H 4.39308 -1.35826 -0.97092
H 3.16504 0.33328 0.21051
H 4.71160 1.09780 0.79186
H 2.36208 -1.59470 1.18071
H 3.35657 -2.19205 2.62083
H 3.85751 -2.51327 1.01706
H 6.16949 0.71032 -1.84697
H 4.94518 -0.01984 -2.60979
C 3.61684 2.62919 4.36543
C 2.19572 2.04481 4.51922
C 1.07338 3.01273 4.80449
O 1.35307 3.63651 6.03511
C 0.54052 4.74811 6.37246
N 1.90532 1.14177 3.35919
H 4.32027 1.84801 4.08191
H 3.90412 3.03084 5.33563
H 3.61884 3.38407 3.57332
H 2.33814 1.32498 5.33311
H 0.13066 2.45794 4.89899
H 0.96441 3.74547 3.99268
H 0.49931 5.51869 5.60803
H 0.96882 5.09433 7.31607
H -0.41623 4.37480 6.76005
H 1.77458 0.18934 3.65724
H 2.71672 1.22349 2.76655



No. 7
Entry from the OMol25 dataset: C7H6S in the gas phase (ωB97M-V/def2-TZVPD).

Summary:
DFT total energy (Eh): -668.3226
Frontier orbital gap (eV): 8.5243
SMILES: C#CC(C)(C#C)C=S
ΔE to the lowest compared entry with this formula, charge and spin (kJ/mol): 463.56
HOMO (eV): -8.93
Charge: 0

CARTESIAN COORDINATES (ANGSTROEM)
C 2.47270 -1.63535 -0.41841
C 1.49010 -0.90327 -0.28572
C 0.41649 -0.01430 0.11669
C 0.33390 -0.02588 1.62379
C 0.67044 1.34306 -0.30184
C 0.85548 2.57925 -0.31799
C -0.81844 -0.32230 -0.68764
S -2.29264 -0.44080 -0.10485
H 3.15735 -2.44639 -0.60220
H -0.55881 0.52104 1.97056
H 0.09539 -0.98327 2.05290
H 1.26323 0.29283 2.10308
H 0.97262 3.72849 -0.41386
H -0.77153 -0.18715 -1.80616



No. 8
Entry from the OMol25 dataset: a molecular structure, C16H15AlBr (ωB97M-V/def2-TZVPD).

Summary:
DFT total energy (Eh): -3435.1605
Frontier orbital gap (eV): 4.6986
HOMO (eV): -2.33
Charge: -1

CARTESIAN COORDINATES (ANGSTROEM)
C 1.90231 0.60145 0.60719
C 2.39065 -0.50793 1.37549
C 2.97331 -1.44091 0.50445
H 2.36017 -0.57265 2.45763
C 2.85999 -0.97822 -0.81813
C 2.12263 0.25248 -0.82485
H 2.06635 0.96764 -1.64518
H 1.75572 1.60619 0.98248
H 3.50361 -2.34163 0.82230
H 3.39145 -1.38544 -1.67195
Al 0.19952 -0.27937 -0.11014
Br -1.34183 1.27539 0.39829
C -2.47432 3.41780 -2.06623
C -1.32758 3.90731 -2.75545
C -0.56306 4.69802 -1.83653
H -1.08215 3.72724 -3.80119
C -1.24222 4.69499 -0.58239
C -2.43090 3.91141 -0.72268
H -3.17217 3.73191 0.05243
H -3.25263 2.78023 -2.47983
H 0.36493 5.22356 -2.06081
H -0.92221 5.20138 0.32701
C -0.89126 -4.57302 1.72485
C -1.08592 -3.42907 2.50556
C -0.88719 -2.14745 1.94518
C -0.44702 -2.01544 0.61699
C -0.32115 -3.15542 -0.17439
C -0.52988 -4.42911 0.38737
H -1.00629 -5.56293 2.17785
H -1.38515 -3.51985 3.55589
H -1.07911 -1.25957 2.56155
H -0.05103 -3.07910 -1.22734
H -0.39755 -5.31987 -0.22539



Q: What is the DFT total energy in the eighth record?
A: -3435.1605 Eh



Q: What is the formula in the sixth record?
A: C26H70BF4N6O7Pd



Q: The lowest charge belongs to which entry?
A: C39H27BrMnO3



Q: Look up the charge of the second one.
A: 0